Here is a cluster of 10 separate species, C26H42BF2N9O4 in total in a non-equilibrium geometry from OMol25. Energies are from the ωB97M-V functional and the def2-TZVPD basis.

XYZ file:
```
84
Properties=species:S:1:pos:R:3:mulliken_charge:R:1
C 3.74 -0.49 -0.10 -1.3241
C 3.47 0.24 -1.40 0.7976
F 3.66 1.60 -1.22 -0.3436
C 2.10 -0.07 -1.96 -0.6444
C 0.97 0.41 -1.08 0.0744
O 0.98 1.48 -0.50 -0.5599
O -0.08 -0.45 -0.92 -0.1791
C -0.85 -0.59 -2.12 0.4724
C -1.49 -1.98 -2.22 -0.9757
C -1.03 -2.98 -1.18 -0.0010
F -0.26 -3.98 -1.77 -0.4196
C -1.87 0.55 -2.14 -0.9124
B -2.81 0.58 -0.85 0.6360
O -4.18 0.53 -1.02 -0.5470
O -2.30 0.64 0.41 -0.3294
H 4.17 0.20 0.61 0.3748
H 4.42 -1.31 -0.26 0.3540
H 2.82 -0.88 0.33 0.3051
H 4.22 -0.07 -2.12 0.0071
H 2.02 0.31 -2.98 0.3650
H 2.03 -1.15 -2.00 0.2778
H -0.23 -0.45 -2.99 0.4866
H -1.23 -2.39 -3.19 0.4452
H -2.57 -1.95 -2.21 0.3167
H -1.89 -3.46 -0.73 0.2991
H -0.45 -2.54 -0.38 0.1333
H -2.45 0.56 -3.05 0.4213
H -1.30 1.48 -2.11 -0.0838
H -4.36 -0.03 -1.78 0.2939
H -2.77 1.27 0.96 0.1258
C -0.63 -4.11 2.61 -0.8671
C -2.00 -3.72 2.28 0.5125
N -3.07 -3.45 1.99 -0.4634
H -0.64 -5.02 3.21 0.3563
H -0.07 -4.29 1.70 0.2864
H -0.15 -3.32 3.18 0.2460
C -4.98 -2.54 4.49 -0.5377
C -5.84 -2.62 5.66 0.3676
N -6.50 -2.68 6.59 -0.4556
H -3.94 -2.44 4.79 0.2556
H -5.09 -3.43 3.88 0.1914
H -5.29 -1.68 3.88 0.2524
C -1.25 1.40 4.27 -0.6911
C -2.23 2.15 3.50 0.4424
N -2.99 2.74 2.89 -0.4839
H -0.91 0.55 3.68 0.1801
H -0.40 2.03 4.51 0.3050
H -1.70 1.03 5.19 0.2983
C -8.18 1.62 2.79 -0.8291
C -7.59 0.32 3.08 0.3169
N -7.16 -0.72 3.30 -0.3594
H -8.48 2.10 3.73 0.2716
H -7.45 2.25 2.29 0.2647
H -9.05 1.50 2.16 0.2747
C 1.18 5.22 -1.64 -0.8462
C 0.18 4.47 -2.38 0.4165
N -0.60 3.87 -2.97 -0.4460
H 2.17 4.99 -2.04 0.2395
H 1.00 6.29 -1.73 0.3484
H 1.16 4.93 -0.59 0.2646
C 2.44 6.54 -5.39 -0.7126
C 2.15 7.58 -4.41 0.3454
N 1.92 8.39 -3.63 -0.3959
H 1.70 6.58 -6.19 0.2599
H 3.43 6.69 -5.80 0.2826
H 2.39 5.56 -4.91 0.2337
C 7.47 1.24 -3.27 -0.5536
C 6.79 0.00 -2.93 0.4593
N 6.25 -0.98 -2.67 -0.4728
H 7.83 1.20 -4.29 0.2971
H 6.79 2.08 -3.16 0.2876
H 8.32 1.38 -2.61 -0.0144
C -6.16 -6.12 5.24 -0.4472
C -5.71 -7.48 5.51 0.2371
N -5.36 -8.54 5.72 -0.3683
H -6.44 -5.62 6.16 0.2675
H -5.36 -5.56 4.76 -0.0106
H -7.03 -6.14 4.57 0.2915
C 11.25 -0.29 -3.09 -0.7961
C 10.82 0.88 -2.34 0.3982
N 10.48 1.80 -1.75 -0.4326
H 10.98 -0.19 -4.14 0.2625
H 12.34 -0.39 -3.02 0.3278
H 10.78 -1.18 -2.68 0.2763
```

The SMILES is C[C@H](F)CC(=O)O[C@@H](CCF)CB(O)O.CC#N.CC#N.CC#N.CC#N.CC#N.CC#N.CC#N.CC#N.CC#N. The spin multiplicity is 1. Its orbital gap is 10.4 eV. The energy comes out at -2034.2582 Ha. The HOMO energy comes out at -10.2 eV.


Here is a structure of composition C22H18F12NO2PtS from OMol25. Energies are from the ωB97M-V functional and the def2-TZVPD basis.

XYZ file:
```
57
Properties=species:S:1:pos:R:3:mulliken_charge:R:1
Pt 0.06 0.11 0.01 0.7869
C 1.30 -1.50 -6.65 -1.7105
C 1.38 -0.96 -5.24 0.1154
C 1.83 0.33 -4.98 -1.0371
C 1.85 0.82 -3.69 -0.0172
C 1.43 0.05 -2.59 0.5693
N 1.46 0.57 -1.31 -0.3001
C 2.31 1.62 -0.98 0.4035
C 3.65 1.52 -1.41 0.0797
C 4.61 2.45 -1.09 -1.0259
C 4.29 3.54 -0.29 0.1982
C 5.32 4.57 0.11 -1.6201
C 2.98 3.64 0.16 -0.3093
C 1.98 2.71 -0.16 -0.9824
C 0.56 2.96 0.41 1.2960
O -0.41 2.05 0.12 -0.9810
C 0.62 3.09 1.97 0.6676
F 1.21 2.01 2.50 -0.2798
F 1.28 4.17 2.44 -0.2865
F -0.61 3.16 2.50 -0.2901
C 0.00 4.28 -0.20 0.5056
F -0.03 4.18 -1.54 -0.2586
F -1.25 4.53 0.21 -0.2698
F 0.71 5.39 0.09 -0.2746
C 0.98 -1.26 -2.84 -0.6842
C 0.95 -1.72 -4.16 -0.5216
C 0.49 -2.22 -1.74 1.6834
O 0.54 -1.81 -0.43 -0.8266
C -0.99 -2.63 -2.09 0.6000
F -1.08 -3.54 -3.09 -0.2896
F -1.71 -1.57 -2.47 -0.2761
F -1.63 -3.18 -1.05 -0.2679
C 1.38 -3.49 -1.71 0.5008
F 0.92 -4.38 -0.81 -0.2839
F 1.49 -4.17 -2.87 -0.2769
F 2.63 -3.17 -1.35 -0.2647
H 2.11 -1.10 -7.27 0.3933
H 1.37 -2.59 -6.66 0.3671
H 0.36 -1.22 -7.13 0.2967
H 2.16 0.96 -5.79 0.3666
H 2.18 1.83 -3.51 0.5269
H 3.92 0.65 -2.00 0.5673
H 5.62 2.32 -1.45 0.3568
H 6.17 4.54 -0.57 0.3796
H 4.90 5.57 0.10 0.3638
H 5.69 4.38 1.12 0.2939
H 2.73 4.48 0.79 0.4685
H 0.59 -2.71 -4.37 0.4006
C -2.58 0.38 2.21 -0.7562
S -1.08 -0.55 1.86 -0.0283
C -1.81 -2.17 1.62 -0.8001
H -3.07 -0.04 3.09 0.3833
H -3.26 0.36 1.35 0.2641
H -2.29 1.41 2.40 0.1798
H -2.61 -2.12 0.88 0.2278
H -2.19 -2.53 2.57 0.4826
H -1.02 -2.81 1.24 0.1943
```

The spin multiplicity is 1. Its orbital gap is 6.5 eV. The relative energy (zero: lowest compared OMol25 entry of this formula, charge and spin) is 20.26 kJ/mol. The energy comes out at -2770.4615 Ha. The HOMO energy comes out at -3.9 eV. The charge is -1.


Here is a structure of composition C40H45BrI2N6O2PbS5 in a non-equilibrium geometry from OMol25. Energies are from the ωB97M-V functional and the def2-TZVPD basis.

XYZ file:
```
102
Properties=species:S:1:pos:R:3:mulliken_charge:R:1
Pb 9.60 12.68 10.91 0.6546
C 7.98 9.12 9.26 -0.7928
C 6.92 9.90 8.46 -0.9024
S 6.88 11.65 8.88 0.0483
C 7.10 12.43 7.27 -0.7343
C 8.41 12.08 6.53 -1.0490
S 9.86 12.35 7.54 0.4283
C 10.91 10.90 7.15 -0.8729
C 10.37 9.59 7.72 -0.9422
S 9.63 9.79 9.40 0.3417
H 7.63 9.02 10.29 0.2302
H 8.12 8.11 8.81 0.4284
H 6.93 9.65 7.39 0.3962
H 5.95 9.56 8.87 0.5448
H 6.21 12.15 6.71 0.4957
H 7.08 13.53 7.46 0.2927
H 8.41 11.05 6.11 0.3614
H 8.51 12.83 5.72 0.5152
H 10.95 10.82 6.04 0.4948
H 11.91 11.17 7.52 0.2139
H 9.70 9.07 6.99 0.4041
H 11.24 8.95 7.92 0.5296
C 8.99 7.52 12.86 -0.8954
C 9.88 8.40 13.65 0.5131
N 10.91 7.83 14.23 -0.5048
C 11.68 8.62 15.01 -0.9992
C 11.46 9.95 15.25 0.7690
C 12.42 10.69 16.15 -0.7050
O 11.82 11.42 17.21 -0.4997
C 10.42 10.65 14.57 -0.0505
C 10.15 12.05 14.84 -0.6561
N 9.96 13.01 13.93 0.4971
C 10.01 14.30 14.42 -0.3573
C 10.55 14.49 15.73 -1.0142
C 10.00 15.42 16.60 -0.5784
C 9.04 16.29 16.11 -0.8140
C 8.72 16.33 14.76 0.0446
C 9.30 15.43 13.84 -0.2056
I 5.85 14.72 13.18 -0.3851
C 9.65 9.88 13.60 0.4145
O 8.93 10.41 12.68 -0.8668
H 9.20 6.47 13.09 0.3817
H 9.17 7.64 11.78 -0.0717
H 7.92 7.73 13.11 0.3042
H 12.58 8.11 15.36 0.2705
H 13.02 11.39 15.56 0.2325
H 13.15 9.95 16.53 0.4570
H 12.30 11.28 18.05 0.3127
H 10.17 12.27 15.90 0.8833
H 11.40 13.90 16.04 0.8104
H 10.25 15.38 17.66 0.4240
H 8.49 16.97 16.80 0.3437
H 8.07 17.15 14.37 0.4114
S 7.61 14.27 10.75 -0.6022
C 8.13 15.69 11.61 0.0129
N 9.27 15.82 12.42 1.3342
C 9.80 17.18 12.21 -1.1450
C 11.06 17.62 12.57 -0.4087
C 11.54 18.86 12.06 -0.8109
C 10.72 19.65 11.22 -0.4564
C 9.42 19.24 10.93 -0.6812
C 9.01 17.98 11.38 1.0762
S 7.53 17.18 11.00 -0.2920
H 11.69 16.95 13.19 0.4657
H 12.54 19.22 12.26 0.4135
H 11.10 20.58 10.78 0.4126
H 8.71 19.86 10.39 0.4598
C 11.38 17.07 6.84 -0.6636
C 10.09 16.76 7.60 -0.4896
N 10.31 15.63 8.47 0.7276
C 11.51 15.26 9.02 -0.6211
N 11.50 14.32 9.94 0.8552
C 12.75 13.99 10.62 -0.5191
C 14.01 14.32 9.79 -0.6398
C 13.91 15.74 9.27 -0.6744
N 12.64 15.91 8.57 0.1995
C 12.50 17.17 7.86 -0.6127
H 11.25 18.03 6.34 0.3974
H 11.59 16.34 6.03 0.2739
H 9.27 16.53 6.87 0.3271
H 9.78 17.61 8.24 0.2050
H 9.51 15.18 8.94 -0.2782
H 12.74 12.93 10.83 0.0810
H 12.70 14.48 11.61 0.1274
H 14.10 13.61 8.94 0.2309
H 14.97 14.20 10.33 0.3842
H 14.67 15.93 8.49 0.4290
H 14.11 16.53 10.01 0.2900
H 13.46 17.49 7.39 0.4003
H 12.26 17.99 8.58 0.2299
Br 16.30 9.43 13.18 -0.1694
C 16.13 9.19 11.30 0.0801
C 17.30 8.89 10.62 -0.4427
C 17.31 8.78 9.24 -0.5019
C 16.11 8.97 8.52 -0.6620
C 14.93 9.22 9.19 -0.2105
C 14.93 9.31 10.60 0.2456
I 13.05 9.63 11.53 0.4049
H 18.18 8.62 11.22 0.3484
H 18.24 8.54 8.73 0.3525
H 16.15 8.88 7.41 0.3284
H 13.99 9.34 8.66 0.2356
```

The spin multiplicity is 1. Its orbital gap (alpha / beta) is 5.6 / 5.6 eV. The energy comes out at -7383.3432 Ha. The HOMO energy (alpha / beta) comes out at -6.4 / -6.4 eV.


Here is an isolated molecule of C4H8O in a non-equilibrium geometry from OMol25. Energies are from the ωB97M-V functional and the def2-TZVPD basis.

XYZ file:
```
13
Properties=species:S:1:pos:R:3:mulliken_charge:R:1
C -1.33 -0.73 0.00 -1.2988
C -0.30 0.23 -0.49 1.3039
C 1.36 -0.30 0.03 -1.3394
C 0.03 1.30 0.35 -0.8076
O -0.25 0.52 -1.74 -0.7495
H -1.52 -0.83 1.05 0.3600
H -2.31 -0.57 -0.41 0.3961
H -1.07 -1.72 -0.32 0.3184
H 1.33 -0.78 0.99 0.4158
H 2.24 0.31 0.00 0.4107
H 1.52 -1.06 -0.70 0.3832
H -0.04 2.28 -0.11 0.2823
H 0.35 1.34 1.36 0.3249
```

The spin multiplicity is 1. Its orbital gap (alpha / beta) is 8.1 / 8.1 eV. The relative energy (zero: lowest compared OMol25 entry of this formula, charge and spin) is 416.42 kJ/mol. The energy comes out at -232.2870 Ha. The HOMO energy (alpha / beta) comes out at -8.6 / -8.6 eV.


Here is an isolated molecule of C6H12 in a non-equilibrium geometry from OMol25. Energies are from the ωB97M-V functional and the def2-TZVPD basis.

XYZ file:
```
18
Properties=species:S:1:pos:R:3:mulliken_charge:R:1
C -1.24 -1.13 0.36 -1.5788
C -0.39 0.06 -0.07 1.6545
C -1.29 1.17 -0.65 -1.6593
C 0.75 0.51 0.98 -0.9728
C 1.77 -0.27 0.25 -0.4016
C 0.82 -0.36 -1.02 -0.9634
H -1.80 -1.56 -0.48 0.3889
H -0.61 -1.92 0.78 0.3856
H -1.96 -0.83 1.13 0.3435
H -1.86 0.80 -1.52 0.3659
H -0.71 2.03 -0.99 0.4197
H -2.02 1.52 0.09 0.3775
H 0.87 1.59 0.90 0.2681
H 1.39 0.39 1.99 0.3090
H 1.97 -1.28 0.63 0.2208
H 2.62 0.27 0.92 0.2351
H 0.70 -1.35 -1.52 0.2829
H 0.99 0.38 -1.80 0.3245
```

The SMILES is CC1(C)CCC1. The spin multiplicity is 1. Its orbital gap is 10.1 eV. The relative energy (zero: lowest compared OMol25 entry of this formula, charge and spin) is 384.22 kJ/mol. The energy comes out at -235.6719 Ha. The HOMO energy comes out at -9.1 eV.


Here is a cluster of 2 separate species, C9H9N2O in total in a non-equilibrium geometry from OMol25. Energies are from the ωB97M-V functional and the def2-TZVPD basis.

XYZ file:
```
21
Properties=species:S:1:pos:R:3:mulliken_charge:R:1
C 2.44 -2.38 0.25 -0.7537
C 1.03 -2.20 0.25 -0.4167
C 3.22 -1.21 0.04 -0.5865
C 0.48 -0.96 0.05 -0.8351
C 2.65 0.10 -0.13 0.5478
C 1.19 0.26 -0.04 1.3444
C 3.64 0.95 -0.35 0.5234
C 0.51 2.77 0.12 -0.0779
C 0.35 1.38 -0.03 -0.9603
N 0.34 3.86 0.39 -0.0712
N -2.55 0.74 -0.46 -0.7794
O 4.53 1.65 -0.46 -0.2267
H 2.95 -3.29 0.55 0.3948
H 0.35 -3.00 0.41 0.4547
H 4.26 -1.46 -0.04 0.4028
H -0.56 -0.95 0.34 0.4307
H -0.73 1.10 -0.11 0.6082
H 0.28 4.86 0.51 0.2725
H -2.88 1.39 -1.07 0.2064
H -3.44 0.38 -0.09 0.2278
H -2.15 0.04 -1.06 0.2940
```

The spin multiplicity is 1. Its orbital gap (alpha / beta) is 6.9 / 6.9 eV. The relative energy (zero: lowest compared OMol25 entry of this formula, charge and spin) is 236.20 kJ/mol. The energy comes out at -532.7462 Ha. The HOMO energy (alpha / beta) comes out at -11.6 / -11.6 eV. The charge is +1.